# 1
The following is a quantum chemistry calculation of an isolated ion of composition C5H12NO4 and charge +1 at a distorted geometry, from the OMol25 dataset.

The calculation puts the max |F| at 3.589 eV/A. Its frontier orbital gap is 8.55 eV. As for the multiplicity: 1. As for the total charge: +1. Its lowest unoccupied orbital energy is -3.34 eV. The energy relative to the best compared isomer or geometry (same formula, charge and spin) comes out at 4.091 eV. The value obtained for the molecular weight is 150.15 g/mol.

Each line ends with the natural charge from an NBO analysis.
CARTESIAN COORDINATES (ANGSTROEM)
C -0.4028 0.2373 -0.1508  0.01
C 1.0792 0.6220 0.2167  0.02
C 2.1785 -1.3677 -0.3915  0.73
C -0.4596 -1.3262 -0.2984  -0.02
C 1.1617 2.1618 0.1513  -0.66
N -1.8974 -1.4138 -0.8859  -0.74
O 2.0152 -0.0995 -0.6307  -0.41
O -1.2591 0.5578 0.9162  -0.77
O 1.8738 -2.0830 0.6391  -0.59
O -0.5064 -1.8362 0.9793  -0.76
H -0.5143 0.7908 -1.1726  0.19
H 1.0612 0.4953 1.3094  0.21
H 2.8615 -1.7700 -1.2406  0.23
H 1.8857 2.5239 0.8936  0.24
H 0.2800 2.7119 0.1157  0.23
H 1.5066 2.5742 -0.7688  0.25
H -2.4141 -2.0111 -0.2129  0.43
H -1.9477 -1.9120 -1.7944  0.44
H -2.4253 -0.5000 -0.9823  0.42
H -1.4572 1.4159 1.1765  0.51
H 1.1103 -1.7611 1.2433  0.55
H -1.1327 -1.2537 1.5514  0.49

Atoms 1-3, force components in eV/Å:
2.532 -0.416 -1.792
-2.896 1.973 0.776
0.471 -0.670 -0.899

=====

# 2
The following is a quantum chemistry calculation of an isolated ion of composition C22H30FN2O2 and charge +1, from the OMol25 dataset.

The calculation puts the max |F| at 0.636 eV/A. Its frontier orbital gap is 9.24 eV. As for the multiplicity: 1. As for the total charge: +1. Its lowest unoccupied orbital energy is -2.17 eV. The energy relative to the best compared isomer or geometry (same formula, charge and spin) comes out at 0.152 eV. The value obtained for the molecular weight is 373.49 g/mol.

Each line ends with the natural charge from an NBO analysis.
CARTESIAN COORDINATES (ANGSTROEM)
C 3.6600 -1.1429 0.4430  -0.64
C 2.1662 -0.9816 0.7157  -0.20
N 1.5795 0.3115 0.3897  -0.48
C 1.6535 0.7111 -1.0137  -0.23
C 2.8147 1.7110 -1.1478  -0.42
C 3.0407 2.2481 0.2743  -0.42
C 2.0590 1.4557 1.1583  -0.06
C 0.8074 2.2964 1.4992  -0.24
N -0.2526 1.3471 1.8755  -0.59
C -1.6467 1.8055 1.6781  -0.25
C -1.9700 1.9290 0.2136  -0.02
C -2.4047 3.1272 -0.3349  -0.25
C -2.7382 3.1859 -1.6740  -0.19
C -2.6229 2.0644 -2.4757  -0.27
C -2.1649 0.8571 -1.9564  0.27
O -1.9837 -0.2726 -2.6858  -0.50
C -2.3066 -0.2580 -4.0615  -0.26
C -1.8445 0.7912 -0.5871  0.23
O -1.3164 -0.3266 0.0196  -0.55
C -2.0176 -1.5636 -0.1024  -0.07
C -1.2495 -2.6235 0.6386  -0.15
C -0.9559 -3.8434 0.0411  -0.17
C -0.2706 -4.8303 0.7281  -0.21
C 0.1433 -4.6158 2.0318  -0.18
C -0.1287 -3.4076 2.6493  -0.30
C -0.8178 -2.4407 1.9458  0.46
F -1.0624 -1.2511 2.5692  -0.37
H 4.2420 -0.4149 1.0026  0.20
H 3.8798 -1.0284 -0.6145  0.21
H 3.9741 -2.1371 0.7481  0.23
H 1.6078 -1.7305 0.1475  0.21
H 1.9740 -1.1656 1.7777  0.19
H 0.7086 1.1938 -1.2818  0.19
H 1.7738 -0.1613 -1.6523  0.22
H 3.7112 1.2150 -1.5141  0.22
H 2.5656 2.5059 -1.8468  0.22
H 2.8445 3.3165 0.3417  0.22
H 4.0666 2.0798 0.5948  0.23
H 2.5247 1.1180 2.0876  0.22
H 0.4725 2.8302 0.6083  0.23
H 1.0051 3.0129 2.2961  0.23
H -0.0561 0.5275 1.2154  0.53
H -0.1295 1.0093 2.8323  0.43
H -1.7926 2.7610 2.1852  0.23
H -2.3006 1.0577 2.1340  0.24
H -2.4986 4.0017 0.2893  0.22
H -3.0880 4.1103 -2.1040  0.23
H -2.8823 2.1387 -3.5185  0.23
H -1.6928 0.4636 -4.6069  0.19
H -3.3657 -0.0399 -4.2208  0.19
H -2.0868 -1.2614 -4.4214  0.21
H -2.1227 -1.8473 -1.1517  0.22
H -3.0205 -1.4525 0.3365  0.19
H -1.2764 -4.0189 -0.9743  0.22
H -0.0595 -5.7703 0.2434  0.23
H 0.6752 -5.3843 2.5695  0.23
H 0.1760 -3.2127 3.6654  0.24

Atoms 1-3, force components in eV/Å:
-0.305 0.080 0.045
0.198 -0.202 0.020
0.217 0.030 0.088

=====

# 3
The following is a quantum chemistry calculation of one molecule with the formula C6H13NO2 at a distorted geometry, from the OMol25 dataset.

The calculation puts the max |F| at 3.739 eV/A. Its frontier orbital gap is 9.98 eV. As for the multiplicity: 1. Its lowest unoccupied orbital energy is 0.56 eV. The energy relative to the best compared isomer or geometry (same formula, charge and spin) comes out at 2.078 eV. The value obtained for the molecular weight is 131.17 g/mol.

Each line ends with the natural charge from an NBO analysis.
CARTESIAN COORDINATES (ANGSTROEM)
C 1.6063 1.0725 -1.9715  -0.61
C 0.2596 1.6706 -1.3056  -0.39
C -0.0697 1.2581 0.1828  -0.24
C 1.0950 1.2399 1.1958  -0.63
C -0.9556 0.0127 0.4046  -0.14
N -1.5045 -0.1965 1.7026  -0.84
C -0.3091 -1.4558 0.1316  0.79
O -0.2832 -2.2604 1.0404  -0.59
O -0.0633 -1.6854 -1.1861  -0.69
H 1.7680 1.6581 -2.9049  0.22
H 1.5033 0.0358 -2.2427  0.20
H 2.3456 1.1714 -1.2307  0.21
H -0.7075 1.2940 -1.8517  0.18
H 0.3011 2.7696 -1.3716  0.22
H -0.6957 2.0487 0.5822  0.23
H 0.9972 2.0573 1.9355  0.22
H 1.0335 0.3620 1.8359  0.22
H 2.1438 1.2876 0.7892  0.21
H -1.7431 0.0475 -0.2314  0.19
H -0.8740 -0.8643 2.1629  0.38
H -2.2705 -0.8534 1.7623  0.37
H -0.2572 -0.8606 -1.8133  0.51

Atoms 1-3, force components in eV/Å:
-3.060 1.323 -0.480
-0.850 -1.942 -0.342
0.596 0.236 0.793

=====

# 4
The following is a quantum chemistry calculation of a 2-piece molecular cluster, C7H14NP overall at a distorted geometry, from the OMol25 dataset.

The calculation puts the max |F| at 5.577 eV/A. Its frontier orbital gap is 8.89 eV. As for the multiplicity: 1. Its lowest unoccupied orbital energy is -0.18 eV. The energy relative to the best compared isomer or geometry (same formula, charge and spin) comes out at 1.491 eV. The value obtained for the molecular weight is 143.17 g/mol.

Each line ends with the natural charge from an NBO analysis.
CARTESIAN COORDINATES (ANGSTROEM)
H 2.4135 2.7579 -0.5943  -0.03
P 1.6395 1.4032 -0.9698  0.29
C -0.0786 1.8166 -0.9004  -0.46
C -1.3249 0.8954 -1.0436  -0.48
C -1.3913 -0.1331 0.1283  -0.20
C -1.1868 -1.5921 -0.3932  -0.63
C -2.8731 -0.0146 0.7781  -0.59
H -0.3913 2.8166 -0.7858  0.19
H -1.2474 0.1291 -1.9599  0.24
H -2.0910 1.6748 -1.1208  0.23
H -0.6742 -0.0319 0.9542  0.21
H -1.3126 -2.4039 0.3497  0.22
H -1.9307 -1.7683 -1.2815  0.20
H -0.1086 -1.7292 -0.7663  0.23
H -3.4637 -0.4988 -0.0555  0.20
H -2.9633 1.0211 0.9544  0.20
H -3.0854 -0.6026 1.5671  0.20
C 3.4791 -0.3745 1.2302  -0.74
C 3.2001 -1.2387 0.2089  0.28
N 2.8314 -1.9932 -0.5533  -0.33
H 2.9507 0.5777 0.8137  0.26
H 4.5542 -0.0419 1.2916  0.26
H 3.0543 -0.6697 2.1481  0.26

Atoms 1-3, force components in eV/Å:
-1.666 -1.672 -0.610
-2.013 2.044 0.290
2.613 -1.811 -0.662

=====

# 5
The following is a quantum chemistry calculation of C28H38N3O4P2PbTe as an isolated structure at a distorted geometry, from the OMol25 dataset.

The calculation puts the max |F| at 3.056 eV/A. Its frontier orbital gap (spin up / spin down) is 3.64 / 3.62 eV. As for the multiplicity: 1. As for the total charge: +3. Its lowest unoccupied orbital energy (spin up / spin down) is -12.33 / -12.35 eV. The energy relative to the best compared isomer or geometry (same formula, charge and spin) comes out at 0.000 eV. The value obtained for the molecular weight is 877.38 g/mol.

Each line ends with the Löwdin charge.
CARTESIAN COORDINATES (ANGSTROEM)
Pb -16.1984 1.8965 0.5166  1.29
C -17.5199 -1.4329 3.3419  -0.05
C -16.0677 -0.9048 3.3768  -0.35
C -15.4390 -1.1609 2.0011  -0.08
C -16.0372 0.6341 3.7457  -0.25
C -16.5866 0.9228 5.1030  -0.03
O -17.8415 1.6372 4.7974  0.05
C -17.7406 2.0635 3.5506  -0.39
N -16.8319 1.5377 2.8212  0.02
C -18.7621 3.0311 3.3182  -0.16
C -19.9841 2.8180 3.9119  0.02
C -21.0624 3.6205 3.6327  -0.01
C -20.8976 4.5991 2.6973  -0.05
C -19.7335 4.7840 2.0097  -0.04
C -18.5639 4.0315 2.3585  -0.27
P -17.0824 4.4058 1.5148  0.97
C -15.8222 5.1415 2.6206  -0.38
C -15.8605 5.1081 3.9816  -0.06
C -14.8881 5.8246 4.6858  -0.04
C -13.9738 6.6078 4.0055  -0.04
C -13.9695 6.6584 2.6064  -0.06
C -14.9212 5.9791 1.8832  -0.12
C -17.5310 5.5896 0.2897  -0.43
C -17.7466 6.9196 0.6824  -0.07
C -17.7999 7.9447 -0.2860  -0.03
C -17.7947 7.5119 -1.5822  -0.04
C -17.5647 6.1750 -2.0234  -0.04
C -17.4157 5.1984 -1.0587  -0.12
H -17.5701 -2.4403 2.9780  0.08
H -18.0287 -0.7544 2.6653  0.07
H -18.0660 -1.4468 4.3245  0.11
H -15.5779 -1.3419 4.2065  0.13
H -16.2777 -0.9131 1.3582  0.03
H -15.1495 -2.2210 1.9668  0.11
H -14.6138 -0.4738 1.9714  0.04
H -15.0090 0.9121 3.7538  0.12
H -15.9907 1.5435 5.7578  0.14
H -16.9093 0.0575 5.6665  0.14
H -20.0351 2.0318 4.6232  0.13
H -21.9957 3.5351 4.2318  0.15
H -21.7193 5.2246 2.3452  0.13
H -19.6769 5.5568 1.3176  0.07
H -16.5903 4.5156 4.5211  0.11
H -14.9098 5.8160 5.7379  0.11
H -13.1342 7.0584 4.5831  0.14
H -13.2647 7.3679 2.1115  0.14
H -15.0157 6.0085 0.7809  0.12
H -17.6887 7.1871 1.7915  0.16
H -18.1119 8.9662 -0.0450  0.13
H -17.9404 8.2482 -2.3352  0.11
H -17.5816 5.8591 -3.0631  0.11
H -17.3225 4.1544 -1.3712  0.07
N -13.2119 1.8944 1.6767  -0.05
N -13.9269 2.9415 0.9751  -0.19
H -12.3228 2.2224 2.1408  0.12
H -12.9087 1.2560 0.9622  0.07
H -13.3721 3.3069 0.2089  0.09
H -14.1863 3.7163 1.7156  0.10
C -21.7251 4.0041 -2.5374  -0.02
C -20.6647 2.9181 -2.6315  -0.23
O -20.9251 1.7037 -1.9251  -0.22
P -19.8769 0.7519 -1.4029  0.11
O -18.7943 1.3365 -0.6060  -0.43
Te -18.6678 -0.3317 -3.3177  1.22
O -20.5774 -0.3682 -0.5802  -0.20
C -21.8936 -0.8824 -1.1428  -0.17
C -21.6153 -1.9709 -2.1569  -0.08
H -21.3442 4.8206 -3.1702  0.11
H -21.7193 4.4247 -1.5598  0.07
H -22.7527 3.7262 -2.7703  0.10
H -19.7153 3.2371 -2.2551  0.09
H -20.5298 2.5763 -3.6654  0.12
H -22.4066 -0.0218 -1.5959  0.12
H -22.4785 -1.1982 -0.2396  0.15
H -21.2502 -1.5082 -3.0287  0.00
H -22.5274 -2.5154 -2.4636  0.12
H -20.8406 -2.6515 -1.8335  0.09

Atoms 1-3, force components in eV/Å:
-0.181 0.576 0.569
0.014 0.806 1.259
-1.865 1.229 -0.103

=====

# 6
The following is a quantum chemistry calculation of C30H43IMgN6O2S3Si as an isolated structure, from the OMol25 dataset.

The calculation puts the max |F| at 0.636 eV/A. Its frontier orbital gap is 7.50 eV. As for the multiplicity: 1. Its lowest unoccupied orbital energy is -0.14 eV. The energy relative to the best compared isomer or geometry (same formula, charge and spin) comes out at 0.713 eV. The value obtained for the molecular weight is 795.21 g/mol.

Each line ends with the Löwdin charge.
CARTESIAN COORDINATES (ANGSTROEM)
Mg -0.3530 0.2935 1.0658  0.29
C -2.6087 3.4664 -0.8188  -0.02
C -1.2903 3.8342 -0.2070  -0.26
N -0.6865 4.9195 -0.6102  0.12
C 0.5215 5.2342 -0.0806  -0.11
C 1.1634 4.4631 0.8463  -0.16
C 2.5211 4.8916 1.3337  -0.21
O 2.5728 5.1155 2.7451  -0.07
C 0.5431 3.2635 1.2798  -0.07
C 1.2301 2.4236 2.2408  -0.02
N 0.9755 1.1761 2.4602  0.01
C 1.7296 0.4976 3.4518  -0.35
C 3.0699 0.7821 3.7085  -0.02
C 3.7600 0.1171 4.7084  -0.07
C 3.1293 -0.8623 5.4641  -0.09
C 1.8089 -1.1910 5.1935  -0.16
C 1.1257 -0.5221 4.1898  -0.62
I -0.8521 -1.0514 3.7640  1.11
C -0.7317 2.9377 0.7717  -0.31
O -1.4096 1.9009 1.1411  -0.14
H -2.9853 4.3045 -1.4011  0.08
H -3.3286 3.1822 -0.0497  0.08
H -2.4784 2.6019 -1.4782  0.07
H 0.9782 6.1467 -0.4471  0.11
H 2.8216 5.7908 0.7906  0.11
H 3.2715 4.1253 1.1328  0.13
H 1.9511 5.8203 2.9542  0.10
H 2.0033 2.9130 2.8303  0.12
H 3.5783 1.5190 3.1002  0.12
H 4.7998 0.3582 4.8875  0.11
H 3.6636 -1.3800 6.2496  0.11
H 1.3097 -1.9660 5.7597  0.10
C 0.3028 -5.5320 1.5035  -0.55
C -0.0311 -5.1693 0.0562  -0.54
S -0.4110 -3.4140 -0.1886  0.84
C 0.9762 -2.8216 -1.1858  -0.55
C 2.3261 -2.7073 -0.4892  -0.50
S 2.3221 -1.6528 0.9925  0.87
C 3.0526 -2.7396 2.2338  -0.53
C 2.1190 -3.7655 2.8703  -0.53
S 2.0451 -5.3451 1.9650  0.87
H 0.0662 -6.5818 1.6826  0.06
H -0.2969 -4.9377 2.1933  0.07
H -0.9189 -5.7225 -0.2554  0.06
H 0.7837 -5.4471 -0.6132  0.07
H 0.6523 -1.8406 -1.5361  0.02
H 1.0772 -3.4756 -2.0552  0.08
H 3.0463 -2.2852 -1.1918  0.07
H 2.6770 -3.6906 -0.1799  0.04
H 3.4108 -2.0535 3.0037  0.04
H 3.9283 -3.2259 1.8009  0.08
H 1.1080 -3.3666 2.9546  0.03
H 2.4775 -4.0039 3.8732  0.06
C -4.5072 -1.8486 -3.1650  -0.07
C -5.5848 -1.1410 -2.3473  -0.41
C -6.2862 -2.1093 -1.4009  -0.08
C -5.0185 0.0751 -1.6171  -0.10
N -3.9945 -0.2671 -0.6324  -0.08
C -2.6800 -0.3414 -0.7743  -0.14
N -2.1606 -0.7062 0.3707  -0.04
N -3.2013 -0.8331 1.2353  0.00
N -4.3037 -0.5806 0.6397  0.09
H -4.9413 -2.6631 -3.7454  0.08
H -3.7428 -2.2850 -2.5165  0.08
H -4.0150 -1.1667 -3.8627  0.08
H -6.3297 -0.7292 -3.0352  0.14
H -5.5799 -2.5580 -0.6997  0.07
H -6.7507 -2.9163 -1.9687  0.08
H -7.0624 -1.6121 -0.8167  0.08
H -5.7965 0.6132 -1.0790  0.13
H -4.5511 0.7594 -2.3252  0.13
H -2.1245 -0.1383 -1.6765  0.14
C 0.6600 0.8962 -4.8632  -0.19
Si 1.6493 1.5849 -3.4362  0.38
C 3.4317 1.0844 -3.6623  -0.19
C 1.5227 3.4420 -3.4350  -0.19
C 1.0052 0.9120 -1.8788  -0.21
C 0.5749 0.5175 -0.7995  -0.14
H 1.0193 1.3004 -5.8137  0.03
H -0.3997 1.1464 -4.7687  0.02
H 0.7470 -0.1926 -4.9031  0.03
H 3.8368 1.5172 -4.5812  0.03
H 3.5248 -0.0025 -3.7288  0.03
H 4.0471 1.4221 -2.8254  0.03
H 1.8832 3.8493 -4.3839  0.03
H 2.1203 3.8725 -2.6276  0.03
H 0.4913 3.7708 -3.2869  0.03

Atoms 1-3, force components in eV/Å:
0.114 -0.512 -0.046
0.003 0.024 0.021
-0.041 0.003 0.027